Density functional theory data (wB97M-V/def2-TZVPD) for one molecule with the formula C5H8O2S in a non-equilibrium geometry.

Computed properties:
Frontier orbital gap ... 9.22 eV
LUMO energy ... 0.7 eV
ΔE to the lowest compared entry with this formula, charge and spin ... 534.6 kJ/mol
SMILES string ... COC#C[C@H](S)OC

Structure (ORCA input):
```
! RIJCOSX wB97M-V def2-TZVPD def2/J DEFGRID3
* xyz 0 1
H 1.770 -3.643 -0.889
C 1.371 -0.720 -0.238
H -3.103 2.068 1.220
H 1.454 1.423 -1.575
S 2.366 0.646 -0.806
H 0.604 -3.026 0.342
C -2.239 2.615 0.862
H -2.203 2.217 -0.095
O -1.102 2.196 1.614
H -2.330 3.674 0.882
O 1.132 -1.665 -1.207
C -0.450 1.240 0.932
H 0.157 -3.266 -1.397
H 1.683 -1.060 0.748
C 0.884 -2.968 -0.764
C 0.006 0.270 0.369
*
```

These are the Löwdin partial charges, in e, on atoms 1 to 2:
1 H 0.10
2 C -0.67

Density functional theory data (wB97M-V/def2-TZVPD) for C15H14BrCl3N2O3Os as an isolated structure.

Computed properties:
Frontier orbital gap (spin up / spin down) ... 5.05 / 5.15 eV
LUMO energy (spin up / spin down) ... -9.2 / -9.1 eV
ΔE to the lowest compared entry with this formula, charge and spin ... 0.0 kJ/mol

Structure (ORCA input):
```
! RIJCOSX wB97M-V def2-TZVPD def2/J DEFGRID3
* xyz 2 1
C 0.237 1.106 -5.079
O -0.245 -1.432 0.797
H -2.746 1.010 -2.596
Br -1.407 1.382 -7.356
C -2.160 1.173 -4.644
H 0.197 2.947 0.198
C -0.497 3.059 2.134
C 2.018 -4.462 2.422
H 0.528 -5.805 1.655
H 0.531 2.051 3.741
C 1.665 -2.172 2.012
N -0.798 0.749 2.760
H -0.570 0.045 3.461
O 0.863 0.657 -0.926
C -1.922 1.042 -3.296
Cl 2.958 -5.719 3.091
C 2.454 -3.141 2.569
C -0.354 0.806 -1.438
H -3.169 1.248 -5.023
H 1.493 0.894 -3.365
C -0.465 2.103 3.300
H -1.805 0.682 2.615
C 0.479 0.975 -3.731
C -0.600 0.945 -2.832
Cl 2.106 -0.471 2.117
H -1.497 3.111 1.702
C 0.062 -3.769 1.204
H 1.376 2.780 1.298
O -1.244 0.800 -0.513
H 1.052 1.132 -5.787
Cl -1.387 -4.127 0.378
H -0.195 4.063 2.427
H 3.372 -2.913 3.092
C 0.480 -2.438 1.329
C 0.839 -4.774 1.751
H -1.171 2.389 4.078
N 0.418 2.506 1.090
Os 0.184 0.365 0.895
C -1.080 1.205 -5.529
*
```

These are the Löwdin partial charges, in e, on atoms 1 to 2:
1 C -0.08
2 O -0.23

Density functional theory data (wB97M-V/def2-TZVPD) for a 2-piece molecular cluster, C3H2F4 overall in a non-equilibrium geometry.

Computed properties:
Frontier orbital gap ... 8.56 eV
LUMO energy ... -1.0 eV
ΔE to the lowest compared entry with this formula, charge and spin ... 722.6 kJ/mol

Structure (ORCA input):
```
! RIJCOSX wB97M-V def2-TZVPD def2/J DEFGRID3
* xyz 0 1
F -0.530 -0.785 -0.728
H -2.226 0.350 -0.697
H 1.363 1.675 -0.578
F 2.334 0.489 0.625
C 2.489 1.352 -0.378
F -1.123 0.033 1.189
F -1.105 2.534 -0.012
C -0.651 1.568 -0.746
C -1.120 0.268 -0.139
*
```

These are the Löwdin partial charges, in e, on atoms 1 to 2:
1 F 0.05
2 H 0.21

Density functional theory data (wB97M-V/def2-TZVPD) for a 5-piece molecular cluster, C43H52BCl2F4N3O4PS overall in a non-equilibrium geometry.

Computed properties:
Frontier orbital gap ... 6.88 eV
LUMO energy ... -3.8 eV

Structure (ORCA input):
```
! RIJCOSX wB97M-V def2-TZVPD def2/J DEFGRID3
* xyz 1 1
H -1.723 6.397 7.701
H -4.602 1.147 2.794
H 1.104 -2.769 3.032
H -3.991 1.928 0.209
C 4.633 -0.247 -6.930
H -2.280 1.280 -0.240
C -2.924 -7.841 2.209
C 4.491 0.381 -5.699
O 2.453 -3.726 -1.830
O 1.160 -2.878 2.056
C -2.518 -9.075 2.704
H 1.096 4.796 0.292
C -2.395 -7.364 1.016
H -3.652 -7.250 2.754
C -0.878 6.855 -1.551
C -1.200 2.021 2.114
H 0.685 -5.860 1.008
C 2.984 1.233 -7.878
H -2.958 -2.451 0.703
C -5.104 -0.796 -1.337
N -2.045 -2.636 -1.289
P -0.381 -2.561 1.541
H -4.927 -0.621 -2.434
N 0.133 -2.641 -2.105
C 0.741 -0.691 -0.062
H -0.488 2.121 1.257
H -2.928 -9.444 3.637
F -0.965 -7.674 -0.830
H -5.691 0.073 -0.925
H 0.630 0.236 0.571
N -0.455 -1.564 0.111
C 0.839 -1.430 -2.612
C 0.210 5.781 5.002
S -1.305 -1.636 2.984
H -5.651 -1.764 -1.226
Cl 3.795 -0.678 -1.417
H -1.461 2.387 5.669
C -0.777 2.309 3.504
H -3.902 1.660 5.178
H 4.385 1.858 -2.394
H 0.266 2.616 3.737
H 0.459 6.084 8.827
H 5.330 -1.069 -7.040
C -0.806 -2.293 -1.075
B 1.049 -3.761 -1.734
H 2.306 5.365 5.021
H 0.188 0.522 -1.789
C 0.980 -0.253 -1.552
H 1.704 -1.166 0.296
C -1.745 2.194 4.607
C -1.474 -8.134 0.328
F 0.123 5.674 3.663
H -1.871 6.218 5.224
H 2.479 5.576 7.494
C 1.524 5.711 7.001
C -3.150 1.225 0.466
H -2.259 -3.157 -2.147
H 4.554 2.854 -0.889
H 2.029 -4.818 0.453
C -3.140 1.771 4.375
O -1.135 -4.039 1.321
C -1.589 -9.836 2.004
H 2.131 2.670 -6.513
H -0.176 8.167 -3.101
H -2.692 -6.401 0.618
C -1.067 -9.366 0.806
H 1.691 2.492 -1.109
C 2.378 0.431 -1.777
H -2.934 -0.371 -1.382
H -0.348 -9.949 0.243
H -1.551 -4.243 2.187
C -3.658 -0.813 -0.643
C 2.832 1.854 -6.645
C -2.582 1.598 1.890
H 3.996 -0.306 -8.980
H 2.456 0.648 -2.880
C -3.553 1.486 3.002
H 2.401 1.567 -8.728
H -1.917 7.142 -1.671
H 2.860 -3.336 -1.033
C -0.837 6.177 7.117
H -0.690 -5.031 -0.907
H 3.506 3.417 -2.287
C 1.294 -5.593 0.095
C 3.589 1.422 -5.572
C 1.766 6.125 -1.245
C -0.527 5.909 -0.594
H 0.488 -5.932 -1.921
H -1.270 -10.796 2.393
H -1.289 5.462 0.034
C 0.803 5.537 -0.443
F 3.053 5.767 -1.094
C 0.388 5.999 7.749
C 0.099 7.433 -2.353
C -0.927 6.073 5.734
H 1.825 -1.642 -3.103
C 2.571 1.803 -1.018
Cl 3.038 1.539 0.747
H 2.207 7.517 -2.806
O -3.709 -0.105 0.590
F 3.446 2.029 -4.373
C 1.431 7.071 -2.196
C 3.834 2.526 -1.686
C 1.434 5.596 5.619
C 3.882 0.181 -8.019
C -3.175 -2.323 -0.385
H -4.021 -3.005 -0.683
C 0.402 -5.126 -1.130
H 1.899 -6.512 -0.142
H 0.187 -1.009 -3.439
H 5.075 0.068 -4.842
*
```

These are the Löwdin partial charges, in e, on atoms 1 to 2:
1 H 0.11
2 H 0.11